*one*
{"formula": "C4H9N2O", "method": "the ωB97M-V functional and the def2-TZVPD basis", "symbols": ["C", "C", "C", "N", "N", "C", "H", "H", "H", "H", "H", "H", "H", "O", "H", "H"], "positions_angstrom": [[-0.89688, -0.25246, -0.63133], [-0.44936, 1.05252, -0.93783], [1.04596, 0.00310, 0.33297], [0.13455, -0.90540, 0.05131], [0.68718, 1.13680, -0.22594], [-1.07714, 2.18888, -1.62515], [-1.86978, -0.68852, -0.85813], [1.96902, 0.01001, 0.91264], [0.07911, -1.85804, 0.45465], [1.23692, 2.00767, -0.11340], [-0.63077, 3.16993, -1.39082], [-2.11794, 2.17969, -1.26010], [-1.08735, 2.05961, -2.72050], [0.80937, -3.13056, 2.40375], [1.76300, -3.37009, 2.44207], [0.40411, -3.60316, 3.16576]], "lumo_ev": -2.8359, "total_charge": 1}



*two*
{"formula": "C4H9N2O", "method": "the ωB97M-V functional and the def2-TZVPD basis", "symbols": ["C", "C", "C", "C", "N", "N", "O", "H", "H", "H", "H", "H", "H", "H", "H", "H"], "positions_angstrom": [[-1.55802, -0.61902, 0.08982], [2.48472, 1.55356, -0.08077], [1.95854, 0.47950, -0.61099], [-3.47070, 0.42908, -0.75287], [-0.57709, -1.20465, 0.03526], [1.87583, -0.82577, 0.04800], [-2.59132, 0.00222, 0.29358], [2.57533, 2.45469, -0.72891], [2.96865, 1.70148, 0.92152], [1.50114, 0.47793, -1.59496], [-4.06763, 1.20035, -0.28177], [-4.19628, -0.42384, -0.99822], [-3.07929, 0.94604, -1.72434], [2.07636, -0.94059, 1.08950], [2.39764, -1.58597, -0.39678], [0.85713, -1.30899, -0.06612]], "lumo_ev": -2.8499, "total_charge": 1}



Stability ranking, top entry: *one*; the second entry is 71.8 kcal/mol less favorable.



*one*
{"formula": "CHN3O3", "method": "the ωB97M-V functional and the def2-TZVPD basis", "symbols": ["C", "N", "N", "N", "O", "O", "O", "H"], "positions_angstrom": [[-1.58058, -0.08424, 0.73798], [-2.59872, -0.51119, 0.84209], [0.21817, 0.85975, 0.19277], [0.99077, -0.39787, 0.36961], [1.08615, -0.72547, 1.50390], [1.32082, -0.94565, -0.66576], [0.12949, 1.25483, -1.12205], [0.43389, 0.54985, -1.85854]], "lumo_ev": -3.0250}



*two*
{"formula": "CHN3O3", "method": "the ωB97M-V functional and the def2-TZVPD basis", "symbols": ["C", "N", "N", "N", "O", "O", "O", "H"], "positions_angstrom": [[0.32831, 3.24309, -0.42510], [0.61547, 4.20535, -0.95244], [0.39751, 0.73397, 1.06914], [1.48128, 0.31590, 0.29533], [2.52279, 0.86588, 0.50405], [1.24239, -0.58007, -0.50089], [-0.67668, 0.07205, 0.79812], [-0.46583, -0.59361, 0.06368]], "lumo_ev": [-2.7938, -4.2913]}



Stability ranking, top entry: *one*; the second entry is 11.5 kcal/mol less favorable.



*one*
{"formula": "C4H4ClN", "method": "the ωB97M-V functional and the def2-TZVPD basis", "symbols": ["C", "C", "C", "Cl", "C", "N", "H", "H", "H", "H"], "positions_angstrom": [[0.65200, 0.90937, -1.28900], [0.34602, 0.53627, -0.04447], [-0.12168, -0.77378, 0.37113], [-1.08724, -1.67962, -0.88296], [-0.92149, -0.48691, 1.64168], [-1.81313, -0.45807, 2.41339], [0.55084, 0.25229, -2.11361], [1.07173, 1.89402, -1.49834], [0.61196, 1.22393, 0.71963], [0.71099, -1.41751, 0.68254]], "lumo_ev": 0.2645, "smiles": "C=C[C@H](Cl)C#N"}



*two*
{"formula": "C4H4ClN", "method": "the ωB97M-V functional and the def2-TZVPD basis", "symbols": ["N", "C", "C", "C", "C", "Cl", "H", "H", "H", "H"], "positions_angstrom": [[-2.45475, -1.50025, -0.32475], [-1.84400, -0.36814, -0.29703], [-0.78464, 0.57955, 0.07471], [0.64457, 0.38856, -0.45408], [1.44375, -0.50026, 0.39930], [3.01262, -0.63837, -0.28654], [-0.82442, 0.78648, 1.21457], [-1.01596, 1.48805, -0.31066], [0.75305, 0.83078, -1.49591], [1.06978, -1.06640, 1.48040]], "lumo_ev": 0.2102, "smiles": "N#CC/C=C/Cl"}



Stability ranking, top entry: *one*; the second entry is 52.6 kcal/mol less favorable.



*one*
{"formula": "C5H11PS", "method": "the ωB97M-V functional and the def2-TZVPD basis", "symbols": ["C", "C", "C", "C", "C", "P", "S", "H", "H", "H", "H", "H", "H", "H", "H", "H", "H", "H"], "positions_angstrom": [[1.05003, 0.27085, -1.14965], [0.91755, -1.15414, -0.47494], [0.92300, 1.22678, 0.13325], [0.28424, -1.01656, 0.86151], [0.09751, 0.43011, 1.14069], [-2.37714, 1.12653, 0.47188], [-2.73183, -0.60801, -0.63922], [2.05752, 0.42008, -1.65186], [0.23641, 0.64569, -1.89348], [0.21354, -1.69737, -1.11608], [2.00163, -1.62326, -0.40813], [1.98860, 1.41676, 0.62862], [0.47374, 2.21006, -0.16622], [-0.66422, -1.57647, 0.88532], [0.94380, -1.43124, 1.53586], [0.24485, 0.97666, 2.02862], [-3.20116, 0.58053, 1.60802], [-2.45805, -0.19701, -1.79418]], "lumo_ev": 0.2053}



*two*
{"formula": "C5H11PS", "method": "the ωB97M-V functional and the def2-TZVPD basis", "symbols": ["C", "C", "C", "C", "C", "P", "S", "H", "H", "H", "H", "H", "H", "H", "H", "H", "H", "H"], "positions_angstrom": [[1.43844, 0.12686, -1.02297], [-0.75338, -1.31407, 0.79249], [-0.31566, 1.10036, 1.31941], [-1.55059, 0.66970, -0.73859], [-0.86830, 0.12808, 0.39572], [2.98359, -0.47816, -0.52692], [1.07725, 1.09689, -2.24123], [-0.62740, -1.46691, 1.92558], [0.06370, -1.94816, 0.37233], [-1.66077, -1.92524, 0.58287], [-0.68305, 2.15099, 0.87894], [0.75963, 0.98691, 1.37164], [-0.84067, 0.89470, 2.23209], [-0.98668, 0.98791, -1.67065], [-2.32916, 0.00354, -1.29184], [-1.93361, 1.70032, -0.41077], [3.71217, -0.80030, -1.67675], [2.51451, -1.91342, -0.29134]], "lumo_ev": [-0.0979, -0.5557]}



Stability ranking, top entry: *one*; the second entry is 54.2 kcal/mol less favorable.



*one*
{"formula": "C2H4FPS", "method": "the ωB97M-V functional and the def2-TZVPD basis", "symbols": ["C", "P", "C", "F", "S", "H", "H", "H", "H"], "positions_angstrom": [[-0.16382, 0.18276, -0.42290], [-0.82790, -1.17384, 0.57762], [-0.13056, -2.60329, -0.30716], [-0.10591, -2.24474, -1.60705], [0.62810, -3.89318, 0.22308], [-0.37592, -0.04027, -1.46271], [0.89723, 0.22883, -0.57960], [-0.68339, 1.02046, -0.01943], [0.35683, -1.14059, 1.62269]], "lumo_ev": -0.3913, "smiles": "CPC(F)=S"}



*two*
{"formula": "C2H4FPS", "method": "the ωB97M-V functional and the def2-TZVPD basis", "symbols": ["C", "C", "F", "P", "S", "H", "H", "H", "H"], "positions_angstrom": [[-2.28865, -0.24951, 0.99475], [1.03322, 0.75297, 0.93953], [-2.66835, -1.33542, 0.42314], [-3.04815, 0.77668, 2.00736], [-0.19677, 0.56520, -0.43900], [1.92230, 1.16068, 0.50156], [1.35061, -0.30366, 1.41423], [0.84771, 1.42810, 1.73833], [-2.06539, 1.92178, 2.03207]], "lumo_ev": [-1.1589, -1.3941]}



Stability ranking, top entry: *one*; the second entry is 70.1 kcal/mol less favorable.



*one*
{"formula": "C2H5NO", "method": "the ωB97M-V functional and the def2-TZVPD basis", "symbols": ["C", "C", "N", "O", "H", "H", "H", "H", "H"], "positions_angstrom": [[0.81778, 0.12827, -0.13445], [-0.53565, 0.53854, 0.15991], [1.83622, -0.64925, 0.38579], [1.99466, 0.76631, -0.05955], [-0.23831, -2.44682, -1.31922], [-1.18854, -0.45151, 0.21555], [-0.80460, 1.12475, -0.83384], [-0.54648, 1.37229, 0.80704], [1.74400, -0.76473, 1.35684]], "lumo_ev": [-0.2721, 0.8013]}



*two*
{"formula": "C2H5NO", "method": "the ωB97M-V functional and the def2-TZVPD basis", "symbols": ["C", "C", "N", "O", "H", "H", "H", "H", "H"], "positions_angstrom": [[0.17338, -1.00876, 0.69068], [-0.10744, -0.26039, -0.56716], [-0.36078, 0.92187, -0.96963], [-0.14965, 1.97162, -0.09087], [-0.73957, -0.77068, 1.46171], [0.31047, -2.08786, 0.56224], [1.02255, -0.51781, 1.19088], [-0.42712, -0.77006, -1.48691], [0.27816, 2.52208, -0.79094]], "lumo_ev": 0.9738, "smiles": "C/C=N\\O"}



Stability ranking, top entry: *two*; the second entry is 124.8 kcal/mol less favorable.